P) DFT (ωB97M-V/def2-TZVPD) results for a 4-piece molecular cluster, C4H10O2 overall.

Geometry as ORCA input:
```
! RIJCOSX wB97M-V def2-TZVPD def2/J DEFGRID3
* xyz 0 1
C -0.77 1.71 1.39
C 0.00 1.42 0.32
C -0.44 0.49 -0.62
C 0.16 -0.21 -1.67
H -1.74 1.24 1.45
H -0.32 2.21 2.22
H 1.07 2.57 -0.25
H -1.47 0.25 -0.46
H -0.60 -0.78 -2.26
H 1.02 0.07 -2.27
H 1.41 0.15 1.00
H 2.50 -0.88 0.58
O 1.77 -0.73 1.19
H -0.87 -2.10 -0.91
H -0.49 -2.76 0.46
O -1.23 -2.65 -0.16
*
```

The HOMO energy comes out at -9.30 eV. As for the gap between HOMO and LUMO: 9.05 eV. Its molar mass is 90.12 g mol⁻¹.

Results of the Mulliken charge analysis, in e, for atoms 1 through 8: C -0.53; C -0.37; C 0.36; C -1.07; H 0.27; H 0.29; H 0.20; H 0.20



Q) DFT (ωB97M-V/def2-TZVPD) results for a 2-piece molecular cluster, C4H10O2 overall.

Geometry as ORCA input:
```
! RIJCOSX wB97M-V def2-TZVPD def2/J DEFGRID3
* xyz 0 1
C 1.87 1.28 0.10
O 0.73 0.79 0.78
C -0.51 -0.49 -0.37
C -0.32 -1.89 0.07
C -1.66 0.32 -0.03
O -1.52 1.61 -0.08
H 2.69 0.57 0.25
H 1.69 1.40 -0.98
H 2.17 2.25 0.51
H 0.06 -0.12 -1.22
H 0.47 -1.88 0.83
H -0.01 -2.56 -0.74
H -1.23 -2.27 0.55
H -2.06 -0.27 -1.00
H -2.29 -0.14 0.76
H -0.06 1.41 0.57
*
```

The HOMO energy comes out at -8.71 eV. As for the gap between HOMO and LUMO: 9.11 eV. Its molar mass is 90.12 g mol⁻¹.

Results of the Mulliken charge analysis, in e, for atoms 1 through 8: C -0.66; O -0.49; C 0.19; C -1.17; C -0.06; O -0.79; H 0.25; H 0.30



R) DFT (ωB97M-V/def2-TZVPD) results for the molecule C4H10O2.

Geometry as ORCA input:
```
! RIJCOSX wB97M-V def2-TZVPD def2/J DEFGRID3
* xyz 0 1
C -1.87 -0.45 -0.58
C -0.68 -0.78 0.29
O -0.58 -2.11 0.67
C 0.64 1.23 -0.43
C 1.73 1.44 0.59
O 0.53 -0.44 -0.49
H -1.78 -0.96 -1.54
H -1.90 0.62 -0.76
H -2.80 -0.78 -0.09
H -0.66 -0.18 1.21
H -0.83 -2.65 -0.09
H 1.08 1.36 -1.43
H 1.94 2.52 0.57
H 1.42 1.21 1.62
H 2.70 0.93 0.42
H 1.32 -0.86 -0.09
*
```

The HOMO energy comes out at -7.09 eV. As for the gap between HOMO and LUMO: 7.71 eV. Its molar mass is 90.12 g mol⁻¹.

Results of the Mulliken charge analysis, in e, for atoms 1 through 8: C -1.32; C 0.43; O -0.53; C -0.42; C -1.06; O -0.27; H 0.34; H 0.41



Most stable to least stable, the ends of the list are Q) and P).



P) DFT (ωB97M-V/def2-TZVPD) results for a 3-piece molecular cluster, C5H17NO2 overall.

Geometry as ORCA input:
```
! RIJCOSX wB97M-V def2-TZVPD def2/J DEFGRID3
* xyz 0 1
C 1.45 -0.38 -0.82
C 0.00 -0.03 -0.44
C 0.01 1.42 0.12
C -1.34 1.79 0.61
C 0.60 2.39 -0.92
N -0.85 -0.34 -1.59
H 1.70 -0.50 -1.85
H 2.16 0.31 -0.38
H 1.66 -1.46 -0.33
H -0.36 -0.73 0.31
H 0.77 1.40 0.90
H -1.57 1.15 1.55
H -2.13 1.50 -0.09
H -1.36 2.85 0.84
H 0.37 3.45 -0.70
H 1.69 2.40 -1.08
H 0.05 2.14 -1.83
H -1.78 -0.60 -1.28
H -0.86 0.30 -2.38
H 1.43 -3.34 1.09
H 2.04 -2.41 2.25
O 1.23 -2.57 1.74
H -1.59 -2.34 0.93
H -1.27 -3.38 1.91
O -2.05 -3.01 1.44
*
```

The HOMO energy comes out at -8.99 eV. As for the gap between HOMO and LUMO: 9.43 eV. Its molar mass is 123.20 g mol⁻¹.

Results of the Mulliken charge analysis, in e, for atoms 1 through 8: C -1.33; C 0.91; C 0.37; C -1.44; C -1.30; N -0.58; H 0.37; H 0.35



Q) DFT (ωB97M-V/def2-TZVPD) results for a 3-piece molecular cluster, C5H17NO2 overall.

Geometry as ORCA input:
```
! RIJCOSX wB97M-V def2-TZVPD def2/J DEFGRID3
* xyz 0 1
C -0.31 1.39 0.57
N -0.66 0.05 0.00
C -1.37 -0.87 0.98
C -0.24 -1.63 1.58
C -1.47 0.34 -1.22
C 1.14 1.19 1.29
H -0.89 1.88 1.42
H -0.01 2.01 -0.29
H -2.06 -1.63 0.40
H -1.76 -0.38 1.77
H 0.62 -0.95 1.91
H -0.52 -2.36 2.31
H 0.36 -2.25 0.78
H -2.26 1.09 -1.22
H -1.99 -0.61 -1.56
H -0.73 0.68 -2.01
H 1.19 2.00 2.03
H 1.57 0.45 1.86
H 1.87 1.42 0.59
H 0.97 -0.78 -0.49
H 2.13 -1.79 -0.07
O 1.91 -1.06 -0.69
H 0.63 1.22 -2.90
H 0.96 -0.17 -3.43
O 0.91 0.76 -3.62
*
```

The HOMO energy comes out at -9.39 eV. As for the gap between HOMO and LUMO: 10.21 eV. Its molar mass is 123.20 g mol⁻¹.

Results of the Mulliken charge analysis, in e, for atoms 1 through 8: C -0.48; N 0.09; C -0.35; C -0.87; C -0.74; C -1.42; H 0.34; H 0.28



Most stable to least stable, the ends of the list are P) and Q).



P) DFT (ωB97M-V/def2-TZVPD) results for a 3-piece molecular cluster, C5H17NO2 overall.

Geometry as ORCA input:
```
! RIJCOSX wB97M-V def2-TZVPD def2/J DEFGRID3
* xyz 0 1
C -2.83 -0.03 0.64
C -1.75 -1.11 0.51
C -0.59 -0.96 1.51
C 0.72 -0.62 0.84
N 0.72 0.73 0.27
C 1.97 1.45 0.43
H -3.16 0.07 1.65
H -3.71 -0.27 0.05
H -2.53 0.94 0.24
H -2.25 -2.07 0.62
H -1.45 -1.11 -0.52
H -0.86 -0.23 2.28
H -0.54 -1.89 2.08
H 1.53 -0.75 1.58
H 0.94 -1.33 0.05
H 0.01 1.28 0.74
H 1.92 2.39 -0.13
H 2.17 1.79 1.44
H 2.87 0.89 0.16
H 1.89 -1.76 -2.90
H 2.16 -0.37 -2.22
O 2.57 -1.14 -2.62
H 0.10 1.03 -1.50
H 0.14 1.99 -2.77
O -0.04 1.10 -2.45
*
```

The HOMO energy comes out at -9.49 eV. As for the gap between HOMO and LUMO: 10.31 eV. Its molar mass is 123.20 g mol⁻¹.

Results of the Mulliken charge analysis, in e, for atoms 1 through 8: C -1.31; C -0.28; C -0.93; C -0.66; N -0.17; C -1.17; H 0.36; H 0.38



Q) DFT (ωB97M-V/def2-TZVPD) results for a 3-piece molecular cluster, C5H17NO2 overall.

Geometry as ORCA input:
```
! RIJCOSX wB97M-V def2-TZVPD def2/J DEFGRID3
* xyz 0 1
C 0.03 -0.10 -2.26
C -1.36 -0.19 -1.66
C 0.93 0.81 -1.45
N 0.69 0.74 0.00
C 0.21 1.96 0.66
C -1.08 1.80 1.43
H -0.04 0.30 -3.28
H 0.44 -1.09 -2.44
H -2.08 -0.52 -2.41
H -1.49 -0.93 -0.87
H -1.75 0.77 -1.35
H 1.95 0.45 -1.59
H 0.97 1.81 -1.87
H 0.09 -0.05 0.19
H 0.10 2.77 -0.08
H 0.99 2.29 1.35
H -1.53 2.73 1.76
H -0.95 1.14 2.28
H -1.89 1.31 0.88
H 2.08 -1.66 2.28
H 1.32 -1.52 1.02
O 1.79 -2.20 1.53
H -0.34 -2.61 1.71
H -1.06 -2.45 0.36
O -0.99 -2.10 1.25
*
```

The HOMO energy comes out at -8.58 eV. As for the gap between HOMO and LUMO: 9.37 eV. Its molar mass is 123.20 g mol⁻¹.

Results of the Mulliken charge analysis, in e, for atoms 1 through 8: C -0.32; C -0.98; C -0.71; N -0.20; C -0.44; C -1.07; H 0.33; H 0.29



R) DFT (ωB97M-V/def2-TZVPD) results for a 3-piece molecular cluster, C5H17NO2 overall.

Geometry as ORCA input:
```
! RIJCOSX wB97M-V def2-TZVPD def2/J DEFGRID3
* xyz 0 1
C -1.16 -0.60 0.86
C -1.17 -0.02 2.26
C 0.06 0.00 0.11
N 1.11 -1.01 0.18
C 0.93 -2.11 -0.77
C 2.47 -0.49 0.21
H -2.00 -0.56 0.11
H -1.11 -1.74 1.04
H -0.41 -0.60 2.87
H -0.90 1.07 2.11
H -2.25 -0.12 2.61
H 0.45 0.93 0.52
H -0.19 0.36 -0.94
H 1.76 -2.92 -0.79
H 0.85 -1.75 -1.75
H 0.01 -2.83 -0.40
H 2.79 -0.36 1.24
H 3.35 -1.18 -0.29
H 2.80 0.58 -0.17
H -2.70 2.20 -0.11
H -1.59 2.08 -1.10
O -2.42 2.52 -0.91
H 0.18 2.79 -2.03
H -0.73 1.90 -2.83
O -0.10 1.85 -2.05
*
```

The HOMO energy comes out at -8.05 eV. As for the gap between HOMO and LUMO: 8.52 eV. Its molar mass is 123.20 g mol⁻¹.

Results of the Mulliken charge analysis, in e, for atoms 1 through 8: C -0.30; C -1.18; C -0.80; N 0.14; C -1.02; C -0.90; H 0.39; H 0.20



Most stable to least stable, the ends of the list are P) and R).



P) DFT (ωB97M-V/def2-TZVPD) results for an isolated ion of composition C3H4NO and charge +1.

Geometry as ORCA input:
```
! RIJCOSX wB97M-V def2-TZVPD def2/J DEFGRID3
* xyz 1 1
C -0.10 -0.20 -0.01
C -1.45 -0.80 0.00
C 0.81 1.05 0.01
N 1.01 -1.00 -0.10
O 1.83 -0.02 0.02
H -1.31 -1.84 0.33
H -2.42 -0.33 -0.25
H 0.85 1.45 -1.00
H 0.78 1.69 0.99
*
```

The HOMO energy (alpha / beta) comes out at -16.84 / -16.84 eV. As for the gap between HOMO and LUMO (alpha / beta): 8.80 / 8.80 eV. Its molar mass is 70.07 g mol⁻¹.

Results of the Mulliken charge analysis, in e, for atoms 1 through 8: C 0.25; C -0.36; C -0.09; N 0.01; O 0.00; H 0.29; H 0.31; H 0.28



Q) DFT (ωB97M-V/def2-TZVPD) results for an isolated ion of composition C3H4NO and charge +1.

Geometry as ORCA input:
```
! RIJCOSX wB97M-V def2-TZVPD def2/J DEFGRID3
* xyz 1 1
C 0.10 -1.13 -0.01
C -1.21 -0.36 0.00
C 0.90 0.98 0.00
N 1.04 -0.30 -0.01
O -1.09 0.84 -0.01
H 0.22 -2.20 -0.02
H -2.14 -0.90 0.03
H 1.08 1.53 0.92
H 1.11 1.56 -0.90
*
```

The HOMO energy comes out at -17.73 eV. As for the gap between HOMO and LUMO: 11.26 eV. Its molar mass is 70.07 g mol⁻¹.

Results of the Mulliken charge analysis, in e, for atoms 1 through 8: C -0.16; C 0.22; C -0.02; N -0.07; O -0.35; H 0.40; H 0.40; H 0.28



R) DFT (ωB97M-V/def2-TZVPD) results for an isolated ion of composition C3H4NO and charge +1.

Geometry as ORCA input:
```
! RIJCOSX wB97M-V def2-TZVPD def2/J DEFGRID3
* xyz 1 1
C 0.66 0.72 0.00
C 0.29 -1.53 0.00
C 1.97 0.05 0.00
N -0.28 -0.38 0.00
O 3.09 -0.11 0.00
H 0.57 1.35 0.90
H 0.57 1.37 -0.89
H -0.26 -2.45 0.00
H -1.29 -0.17 -0.01
*
```

The HOMO energy comes out at -14.73 eV. As for the gap between HOMO and LUMO: 9.57 eV. Its molar mass is 70.07 g mol⁻¹.

Results of the Mulliken charge analysis, in e, for atoms 1 through 8: C -0.05; C -0.41; C 0.37; N 0.00; O -0.07; H 0.29; H 0.29; H 0.31



S) DFT (ωB97M-V/def2-TZVPD) results for an isolated ion of composition C3H4NO and charge +1.

Geometry as ORCA input:
```
! RIJCOSX wB97M-V def2-TZVPD def2/J DEFGRID3
* xyz 1 1
C -1.31 0.08 0.08
C 0.29 0.83 0.04
C 0.28 -0.86 0.02
N -1.24 1.27 0.09
O -1.13 -1.17 0.01
H 1.04 1.29 0.78
H 0.48 1.07 -0.93
H 0.73 -1.34 -1.01
H 0.86 -1.18 0.92
*
```

The HOMO energy comes out at -17.42 eV. As for the gap between HOMO and LUMO: 11.84 eV. Its molar mass is 70.07 g mol⁻¹.

Results of the Mulliken charge analysis, in e, for atoms 1 through 8: C 0.63; C -0.11; C -0.31; N -0.23; O -0.18; H 0.34; H 0.25; H 0.31



Most stable to least stable, the ends of the list are Q) and P).



P) DFT (ωB97M-V/def2-TZVPD) results for an isolated ion of composition C3H4NO and charge +1.

Geometry as ORCA input:
```
! RIJCOSX wB97M-V def2-TZVPD def2/J DEFGRID3
* xyz 1 1
C -1.02 0.88 1.15
C 0.16 -0.02 -0.78
C 0.60 -0.65 0.47
N -0.69 0.89 -0.63
O -0.30 -0.01 1.48
H 0.72 -0.30 -1.64
H -1.39 1.47 -1.18
H 0.40 -1.63 0.24
H 1.52 -0.64 0.87
*
```

The HOMO energy comes out at -15.73 eV. As for the gap between HOMO and LUMO: 10.24 eV. Its molar mass is 70.07 g mol⁻¹.

Results of the Mulliken charge analysis, in e, for atoms 1 through 8: C 0.11; C 0.01; C -0.36; N -0.18; O -0.02; H 0.42; H 0.32; H 0.31



Q) DFT (ωB97M-V/def2-TZVPD) results for an isolated ion of composition C3H4NO and charge +1.

Geometry as ORCA input:
```
! RIJCOSX wB97M-V def2-TZVPD def2/J DEFGRID3
* xyz 1 1
C -0.58 -1.41 0.02
C -2.22 -0.60 0.03
C -0.46 0.93 0.00
N 0.17 -0.40 -0.03
O -1.87 0.58 -0.02
H -0.38 -2.51 0.10
H -0.39 1.28 1.03
H -0.03 1.57 -0.78
H 1.19 -0.43 -0.35
*
```

The HOMO energy comes out at -14.68 eV. As for the gap between HOMO and LUMO: 8.77 eV. Its molar mass is 70.07 g mol⁻¹.

Results of the Mulliken charge analysis, in e, for atoms 1 through 8: C -0.02; C 0.07; C -0.25; N -0.07; O -0.07; H 0.35; H 0.31; H 0.35



Most stable to least stable, the ends of the list are P) and Q).



P) DFT (ωB97M-V/def2-TZVPD) results for an isolated ion of composition C3H4NO and charge +1.

Geometry as ORCA input:
```
! RIJCOSX wB97M-V def2-TZVPD def2/J DEFGRID3
* xyz 1 1
C -1.03 0.19 0.04
C 0.41 1.19 -0.07
C 0.03 -1.12 0.11
N -0.96 1.41 0.10
O -1.39 -1.02 -0.05
H 1.01 1.23 0.83
H 0.96 1.09 -1.04
H 0.49 -1.33 -0.80
H 0.47 -1.65 0.87
*
```

The HOMO energy comes out at -16.64 eV. As for the gap between HOMO and LUMO: 10.19 eV. Its molar mass is 70.07 g mol⁻¹.

Results of the Mulliken charge analysis, in e, for atoms 1 through 8: C 0.79; C -0.16; C -0.46; N -0.30; O -0.22; H 0.36; H 0.33; H 0.34



Q) DFT (ωB97M-V/def2-TZVPD) results for C3H4NO as an isolated structure.

Geometry as ORCA input:
```
! RIJCOSX wB97M-V def2-TZVPD def2/J DEFGRID3
* xyz 1 1
C -0.61 1.32 0.34
C 0.07 1.55 -0.79
C 0.77 -0.52 -0.24
N -0.83 -0.01 0.55
O 0.93 0.65 -1.12
H 1.46 -0.69 0.57
H 0.68 -1.34 -0.90
H -0.83 -0.49 1.47
H -1.65 -0.46 0.12
*
```

The HOMO energy (alpha / beta) comes out at -15.08 / -15.00 eV. As for the gap between HOMO and LUMO (alpha / beta): 8.18 / 8.11 eV. Its molar mass is 70.07 g mol⁻¹.

Results of the Mulliken charge analysis, in e, for atoms 1 through 8: C -0.17; C 0.38; C -0.10; N -0.26; O -0.19; H 0.32; H 0.31; H 0.37



R) DFT (ωB97M-V/def2-TZVPD) results for an isolated ion of composition C3H4NO and charge +1.

Geometry as ORCA input:
```
! RIJCOSX wB97M-V def2-TZVPD def2/J DEFGRID3
* xyz 1 1
C -0.04 0.96 0.10
C 1.52 -0.65 0.06
C -0.98 -0.18 0.08
N -0.37 -1.39 0.07
O 1.17 0.51 0.01
H -0.42 1.92 0.13
H 2.40 -1.14 -0.04
H -1.87 0.21 0.63
H -1.40 -0.23 -1.04
*
```

The HOMO energy (alpha / beta) comes out at -15.50 / -15.20 eV. As for the gap between HOMO and LUMO (alpha / beta): 8.38 / 8.97 eV. Its molar mass is 70.07 g mol⁻¹.

Results of the Mulliken charge analysis, in e, for atoms 1 through 8: C -0.12; C 0.13; C -0.14; N -0.36; O -0.15; H 0.49; H 0.39; H 0.39



Most stable to least stable, the ends of the list are P) and R).